{"formula": "C5H7FeO3", "method": "ωB97M-V/def2-TZVPD", "charge": 2, "total_energy_ev": -45804.561, "lumo_ha": [-0.30391, -0.38882], "mol_weight_g_mol": 170.95, "de_lowest_kcal_mol": 0.00, "homo_energy_ev": [-14.633, -14.633], "spin_multiplicity": 6, "symbols": ["O", "C", "C", "H", "H", "O", "O", "C", "C", "C", "H", "H", "H", "H", "H", "Fe"], "xyz": [[1.0308, 0.3228, 1.9603], [0.7816, 0.6074, 3.0720], [0.5831, 0.9089, 4.3261], [0.5349, 1.9580, 4.6173], [0.4701, 0.1040, 5.0537], [0.2597, 0.0453, -0.5557], [-1.6413, 1.1894, 0.0941], [0.1479, -1.0721, -1.6672], [0.9632, -0.5869, -2.8099], [-0.6080, 0.7426, -0.1018], [0.5295, -1.9561, -1.1477], [-0.9248, -1.1446, -1.8665], [0.2485, -0.4236, -3.6303], [1.4564, 0.3727, -2.6160], [1.7027, -1.3335, -3.1220], [-5.5344, 0.2657, -1.6063]]}

***

{"formula": "C3H14N4", "method": "ωB97M-V/def2-TZVPD", "total_energy_ev": -9294.500, "lumo_ha": 0.03715, "mol_weight_g_mol": 106.17, "de_lowest_kcal_mol": 79.09, "homo_energy_ev": -6.726, "spin_multiplicity": 1, "symbols": ["C", "N", "N", "N", "H", "H", "H", "H", "H", "H", "H", "C", "C", "N", "H", "H", "H", "H", "H", "H", "H"], "xyz": [[1.6880, -1.4640, 0.9638], [-0.2641, -0.7961, 2.3342], [0.1454, 0.5688, 2.5325], [2.1035, -0.3269, 0.4577], [-0.3793, -1.2261, 3.2550], [-0.5531, 1.1771, 2.1158], [0.2207, 0.8057, 3.5189], [1.8584, -0.0393, -0.4983], [2.3685, 0.4033, 1.1042], [0.9006, -1.3681, 1.9812], [1.2808, -2.1271, 0.1910], [-0.6812, 0.5511, -1.1935], [-1.9820, 0.5981, -1.9926], [0.4907, 0.0909, -1.9584], [0.6663, 0.7063, -2.7466], [0.3138, -0.8325, -2.3427], [-0.4443, 1.5481, -0.8108], [-0.7886, -0.0968, -0.3195], [-1.8961, 1.2718, -2.8491], [-2.8077, 0.9490, -1.3708], [-2.2401, -0.3933, -2.3722]]}